(1)
A structure of composition C5H7IrO4 at a distorted geometry, computed with the ωB97M-V functional and the def2-TZVPD basis.

Cartesian coordinates (Å):
O 2.25031 -0.48081 1.65002
C 1.68485 -0.97910 0.64547
O 0.59389 0.04026 0.29557
O 1.76624 -1.97601 0.00556
Ir 1.23022 1.19036 1.74398
C -0.92503 0.78311 -1.30387
C -0.36931 -0.29672 -0.56054
H -0.37036 1.72963 -1.35271
H -1.49199 0.44991 -2.18013
O -4.17350 -0.10855 0.80861
C -3.05647 -0.47422 0.02213
C -2.05317 0.66827 0.05600
H -4.72909 -0.87966 0.94886
H -3.35574 -0.67375 -1.02104
H -2.60274 -1.39328 0.42966
H -1.70397 0.82695 1.08748
H -2.59963 1.60888 -0.10096

Results
Charge: +2
Gap between HOMO and LUMO (spin up / spin down) (Eh): 0.24306 / 0.18744
Energy (eV): -16297.6894
Relative energy (zero: lowest compared OMol25 entry of this formula, charge and spin) (kJ/mol): 215.1
Maximum force (eV/A): 6.6
Spin multiplicity: 5

***

(2)
A structure of composition H2KO, computed with the ωB97M-V functional and the def2-TZVPD basis.

Cartesian coordinates (Å):
K -0.91285 1.62057 -1.65988
O 0.01703 -0.28270 0.57427
H 0.04995 -1.14958 0.98929
H 0.84587 -0.18829 0.09632

Results
Charge: +1
Gap between HOMO and LUMO (Eh): 0.43101
Energy (eV): -18399.6190
Relative energy (zero: lowest compared OMol25 entry of this formula, charge and spin) (kJ/mol): 26.8
Maximum force (eV/A): 0.8

***

(3)
The molecule C19H11F3N2O4S at a distorted geometry, computed with the ωB97M-V functional and the def2-TZVPD basis.

Cartesian coordinates (Å):
C -0.71288 -2.26362 -1.49872
O 0.67260 -1.91843 -1.34106
C 1.10186 -1.20552 -0.25812
C 0.21445 -0.69666 0.71898
C 0.74362 -0.02217 1.83591
O -0.10163 0.50702 2.75607
C -1.22834 1.13497 2.32073
C -1.18133 2.02402 1.23709
C -2.38535 2.55040 0.73918
C -3.62616 2.24332 1.28618
C -4.78038 2.87584 0.72723
N -5.72882 3.40934 0.29286
C -3.64598 1.37825 2.39027
C -4.95171 0.95653 3.05634
F -4.77254 0.48213 4.32501
F -5.72744 2.05648 3.18490
F -5.50141 -0.02845 2.25193
C -2.46287 0.80610 2.86728
C 2.10469 0.07705 2.03546
C 2.98677 -0.38355 1.10377
C 2.49795 -1.03991 -0.05161
C 3.49775 -1.56744 -0.99261
C 3.55783 -1.17896 -2.30200
S 2.54836 -0.01618 -3.11556
C 3.45708 -0.35577 -4.55330
O 3.32759 0.16372 -5.80186
N 4.42890 -1.22774 -4.48272
C 4.56488 -1.67934 -3.19577
O 5.28140 -2.63483 -3.03306
H -1.10498 -2.73510 -0.61404
H -1.29849 -1.32773 -1.67928
H -0.80397 -2.93076 -2.37965
H -0.84483 -0.83225 0.63037
H -0.19221 2.25836 0.82250
H -2.28086 3.20201 -0.09584
H -2.49642 0.01095 3.62034
H 2.41415 0.58480 2.93884
H 4.05350 -0.20758 1.17372
H 4.29359 -2.21794 -0.64392
H 4.08163 -0.25140 -6.27582

Results
SMILES: COc1cc(Oc2ccc(C#N)c(C(F)(F)F)c2)ccc1/C=C1\SC(O)=NC1=O
Gap between HOMO and LUMO (Eh): 0.30313
Energy (eV): -50037.7834
Relative energy (zero: lowest compared OMol25 entry of this formula, charge and spin) (kJ/mol): 63.2
Maximum force (eV/A): 3.6

***

(4)
A structure of composition C10H28N2O4Tl at a distorted geometry, computed with the ωB97M-V functional and the def2-TZVPD basis.

Cartesian coordinates (Å):
Tl -0.17489 0.12282 0.20150
C 0.96376 -1.23788 -2.78313
C 0.56880 -2.22932 -1.63013
O -0.53952 -1.65366 -0.86050
H 1.79985 -1.67849 -3.34159
H 1.46581 -0.34147 -2.36218
H 0.12653 -1.03979 -3.51010
H 1.44506 -2.54386 -0.99686
H 0.12922 -3.13336 -2.00654
O -0.04782 2.11140 1.02934
H -0.83140 2.61365 0.87872
C -2.67204 0.42619 -3.13559
C -2.43178 1.50849 -2.06454
C -3.27109 1.24972 -0.69981
O -2.60739 0.38745 0.23054
C -3.37618 0.12060 1.51963
N -0.93707 1.47471 -1.93525
H -2.72797 0.96069 -4.09251
H -3.55222 -0.15186 -3.12790
H -1.80766 -0.35681 -3.05925
H -2.78875 2.46535 -2.33514
H -4.20072 0.72096 -1.03216
H -3.48093 2.17350 -0.26726
H -4.01441 0.95414 1.89087
H -2.57621 0.10097 2.23485
H -3.90505 -0.75095 1.28603
H -0.44165 1.42154 -2.81490
H -0.70777 2.33777 -1.48835
C 4.17000 0.69338 1.93000
C 2.99108 -0.14849 1.58781
C 1.91042 -0.06976 2.69049
O 0.71069 -0.76050 2.25599
C 0.68035 -2.11680 2.64344
N 2.32746 0.29309 0.38993
H 3.74588 1.66208 2.22845
H 5.01545 0.64120 1.18615
H 4.57397 0.24124 2.86321
H 3.24278 -1.20245 1.56484
H 1.66700 0.98040 2.85992
H 2.19222 -0.43055 3.68632
H 0.16593 -2.16085 3.58794
H 1.77175 -2.49789 2.71844
H 0.11554 -2.68363 1.88257
H 2.20973 1.34174 0.51094
H 3.10322 0.18526 -0.31419

Results
Charge: +1
Gap between HOMO and LUMO (Eh): 0.34303
Energy (eV): -26678.3035
Maximum force (eV/A): 3.3

***

(5)
A cluster of 3 separate species, H4IO2 in total, computed with the ωB97M-V functional and the def2-TZVPD basis.

Cartesian coordinates (Å):
I -0.68379 -0.47913 0.94268
O 4.38118 -0.07297 2.17580
H 4.74525 -0.40652 1.35578
H 3.48109 0.16907 1.95785
O -4.28537 0.27865 -2.38010
H -3.54082 -0.32083 -2.43023
H -4.09754 0.83172 -1.62178

Results
Charge: -1
Gap between HOMO and LUMO (Eh): 0.26252
Energy (eV): -12263.2311
Relative energy (zero: lowest compared OMol25 entry of this formula, charge and spin) (kJ/mol): 42.5
Maximum force (eV/A): 0.5

***

(6)
The molecule C10H7FOS at a distorted geometry, computed with the ωB97M-V functional and the def2-TZVPD basis.

Cartesian coordinates (Å):
C -2.89964 0.18880 -0.04414
C -2.18013 -0.72079 0.71062
C -2.13335 1.02927 -0.81384
C -0.81445 -0.76393 0.71574
C -0.77760 0.99858 -0.93625
C -0.08496 0.10822 -0.11292
C 3.51850 -1.07867 -0.15818
C 4.00028 0.20851 -0.16741
C 1.35445 -0.00800 -0.10725
C 2.07809 -1.17958 -0.05998
O 2.55266 1.97107 1.28267
F 1.49396 -2.45997 -0.18666
S 2.58098 1.39217 -0.10958
H -4.05601 0.38228 0.01477
H -2.65103 -1.53014 1.42842
H -2.59653 1.88843 -1.41794
H -0.22034 -1.48835 1.31103
H -0.30787 1.62270 -1.58026
H 4.20589 -1.87236 -0.29713
H 4.98548 0.56297 -0.25257

Results
Gap between HOMO and LUMO (Eh): 0.29174
Energy (eV): -26080.5414
Relative energy (zero: lowest compared OMol25 entry of this formula, charge and spin) (kJ/mol): 0.0
Maximum force (eV/A): 4.0

***

Q: What is the maximum force in the fifth record?
A: 0.5 eV/A